183
Properties=species:S:1:pos:R:3 method="wB97M-V/def2-TZVPD" smiles=COC[C@H](C)N.COC[C@H](C)N.COC[C@H](C)N.COCCNCCOC.COCCNCCOC.COCCNCCOC.COCCNCCOC.COCCNCCOC.CC(C)O e_above_lowest_kcal_mol=0.00 charge=0 energy_ha=-3275.231213 e_lumo_ev=0.589 homo_ev=-8.65
O 4.8396 3.2634 2.2117
O -2.9119 3.1571 -1.3160
O 0.4775 -4.5853 -0.7862
O -0.0771 -3.3192 4.6462
O -8.8513 0.9034 5.7122
O -2.5859 -0.4733 -3.4639
O 2.5220 -2.6332 -5.5244
O -4.1606 -3.6013 -0.6949
O 7.9115 4.4786 -1.9877
O 3.0457 0.2448 -1.3587
O -0.9654 1.1962 5.8187
O -1.8954 -0.5032 2.1990
O 6.3517 -1.5703 -1.1773
O -5.5508 3.2431 2.9114
N 1.0313 -1.0979 -8.5009
N 0.9406 -0.3376 0.5505
N 0.9275 -6.1428 2.5325
N -7.2683 1.0840 3.2554
N 1.4901 2.9615 3.6305
N -0.4133 2.2650 1.2644
N 7.3258 0.9125 -2.4004
N -0.5620 0.8990 -6.1882
C 0.8854 -0.6282 -0.8531
C -4.2126 3.5700 3.2299
C -4.0463 2.5996 -1.9423
C 7.9583 2.1159 -1.9358
C -9.1599 0.3217 6.9472
C -2.5384 -1.8765 -3.5572
C 1.2061 -5.4690 1.2558
C 2.8443 -2.8623 -8.4253
C 8.1251 -0.2596 -2.0022
C -2.2501 2.2883 -0.4121
C -4.8026 -1.3627 -0.8563
C 2.8882 2.6142 3.3734
C -0.4883 -4.0541 -1.6494
C -1.2810 3.0873 0.4323
C -1.7728 -0.4872 3.6145
C -6.9381 1.5655 1.9180
C -2.4137 0.1818 -4.7053
C 3.5490 3.7082 2.5536
C 2.1771 -1.6041 -6.3811
C -9.0181 0.0326 4.6117
C -0.5683 1.6898 -3.8924
C -0.9454 0.5447 -4.8132
C -4.9883 -2.6150 -0.0454
C 7.4056 5.6694 -2.5333
C 1.6928 -2.1538 -7.7160
C -1.1545 -1.4739 1.4830
C 0.4862 -2.3800 5.5268
C 7.3097 -1.5086 -2.2146
C -0.0031 -4.9844 0.4657
C 3.3016 -2.1553 -4.4274
C -0.3855 3.9469 -0.4740
C -0.4511 1.0140 7.1132
C -8.6941 0.7845 3.3443
C 5.6172 -2.7663 -1.1770
C 3.7754 1.4274 -1.6134
C -0.4031 2.2804 5.0979
C 0.1106 -5.3281 3.4296
C 7.2665 3.3464 -2.5044
C 1.6865 0.3608 -1.6824
C -4.5478 -2.4309 1.4036
C 0.3575 -1.3484 1.4078
C -5.6035 2.2525 1.9096
C 5.5903 4.2323 1.5122
C 0.8709 1.8675 4.3643
C 0.8706 -4.1301 3.9907
H 0.3719 -6.9720 2.3508
H -0.3115 -1.7645 5.9350
H -0.9695 1.5947 1.8003
H 3.2335 -3.6663 -7.8065
H 1.3382 1.3554 -1.3636
H 2.9619 -0.8457 -6.5790
H 0.0300 -3.6588 -2.5230
H -5.3662 2.7203 0.9412
H -8.5184 -0.5638 7.1241
H -1.7999 3.8298 1.0429
H -8.3704 -0.8519 4.6928
H 3.5692 -2.1003 -8.7194
H -10.1735 -0.1090 6.9761
H 1.5505 -0.2230 -8.4712
H -10.0668 -0.3037 4.6327
H 1.0577 -1.3839 -9.4749
H -5.2969 -1.7646 1.8429
H -5.4731 -0.5652 -0.5313
H -1.0110 0.1959 7.5619
H -1.0102 4.6323 -1.0425
H 4.8047 1.2380 -1.3331
H -0.5212 -4.1468 0.9508
H 8.0816 2.2035 -0.8442
H 4.9017 -2.6934 -0.3568
H 0.4929 1.8911 -3.7850
H 6.4827 3.7369 1.1268
H -2.1205 -1.4696 3.9717
H 9.0580 -0.3138 -2.5654
H -3.7925 -0.9548 -0.7554
H 1.3245 -1.6101 -1.1325
H 6.8140 -1.4442 -3.1914
H 1.1931 -1.6844 5.0469
H 6.4597 0.7121 -1.9125
H 3.0046 1.7403 2.7104
H 0.2673 3.3533 -1.1169
H -1.0276 1.5051 -2.9152
H 1.0539 2.9891 2.7059
H 1.4326 0.1546 -2.7256
H 2.9622 3.9744 1.6525
H -4.9693 -1.5142 -1.9228
H 3.4417 2.5362 4.3064
H 1.8476 -4.6160 1.4614
H 7.9666 -2.3855 -2.1587
H 1.6603 -6.2537 0.6504
H 5.1097 -2.9600 -2.1259
H -2.6432 -0.5085 -5.5275
H 6.2310 -3.6401 -0.9087
H -0.5743 1.9367 7.6943
H -1.3866 -2.4087 2.0240
H 0.6094 0.7297 7.1420
H -4.7615 2.2803 -1.1836
H 3.7022 1.7662 -2.6521
H 7.5535 5.6946 -3.6187
H -0.7367 -0.3281 3.9103
H 1.5700 -4.4940 4.7576
H 1.0452 -2.9006 6.3164
H -0.1270 -0.6889 -1.2682
H 0.9025 -2.8658 -7.4494
H -6.9749 0.7419 1.1997
H -6.0400 -2.9192 -0.0448
H 3.4941 4.6669 3.0999
H -0.9723 -3.1803 -1.1851
H -2.4638 0.2427 4.0265
H -1.5597 -2.2029 -3.9334
H -4.5026 -4.4703 -0.4631
H 2.7177 -1.4355 -3.8438
H 7.3274 3.2556 -3.5969
H 6.1975 3.3286 -2.2372
H -0.7890 -4.9530 2.9255
H 6.3613 5.8213 -2.2397
H -1.0976 2.6761 4.3528
H -3.0240 1.0792 -4.8101
H 0.5639 1.0440 3.6902
H 5.0787 4.5878 0.6072
H 1.4266 -3.5677 3.2319
H 0.4395 0.9984 -6.3032
H -4.8004 1.5030 2.0179
H 4.2448 -1.7552 -4.8053
H -1.8279 1.4515 -0.9989
H -7.0955 1.8568 3.8917
H -0.7422 -5.7916 0.3312
H 1.3893 -0.9278 -5.9958
H 8.9894 2.1838 -2.3004
H 5.9025 5.0376 2.1810
H 2.4880 -3.3288 -9.3502
H 3.5040 -2.9961 -3.7657
H -1.6197 -1.5478 0.4969
H 0.7555 -2.3662 1.2476
H -8.9562 0.1039 2.5279
H -3.8393 2.8018 3.9130
H -4.5532 -3.4245 1.8537
H 1.5638 1.3967 5.0679
H -0.7808 0.0944 -6.7760
H -4.4456 3.3680 -2.6015
H -2.6394 -2.2753 -2.5480
H -0.1848 3.0612 5.8416
H -8.9837 1.0094 7.7668
H -2.9616 1.7978 0.2810
H -3.3651 -2.2991 -4.1384
H 1.8246 0.0396 0.8535
H -0.2140 -5.8765 4.3149
H 7.9671 6.5231 -2.1500
H -9.3134 1.6910 3.3013
H 0.1240 1.5833 0.7163
H -1.0657 2.6026 -4.2413
H 0.2600 4.5573 0.1648
H 8.3658 -0.1881 -0.9318
H -4.1494 4.5857 3.6089
H 3.4337 2.2387 -0.9516
H -3.7179 1.7811 -2.5957
H -0.2765 -0.2665 -4.4727
H -3.5911 3.5522 2.3254
H -7.7219 2.2685 1.5821
H 0.7157 -1.1338 2.4258
H -1.2723 -4.7568 -1.9524
H -3.5805 -1.9529 1.5147



22
Properties=species:S:1:pos:R:3 method="wB97M-V/def2-TZVPD" smiles="CC(C)C#[N+][S-].[H]/N=C(/C)O" e_above_lowest_kcal_mol=64.17 charge=0 energy_ha=-818.651563 e_lumo_ev=0.454 homo_ev=-8.28
S -3.0312 -1.9447 -0.8658
O -2.1991 1.1995 0.6967
N -1.5307 -1.4842 -0.5812
N -0.9001 1.5648 -1.2724
C -0.5291 -1.0875 -0.1382
C 1.7461 -0.9309 1.0483
C 0.8449 -0.7828 -0.2436
C -0.4293 2.5454 0.8752
C -1.1296 1.6697 -0.0445
C 1.3183 -1.9736 -1.1467
H -2.8510 0.9858 0.0574
H 2.3395 -2.1223 -0.9818
H 0.9815 0.3235 -0.5173
H -0.9115 3.6104 1.0459
H 1.4731 -0.2479 1.8374
H -0.6088 2.0065 1.8444
H 1.7572 -1.8643 1.5808
H 0.8411 -2.8574 -0.7420
H -1.5131 1.0201 -1.8042
H 2.7976 -0.6604 0.8957
H 0.9959 -1.8564 -2.1954
H 0.5381 2.8868 0.6514



16
Properties=species:S:1:pos:R:3 method="wB97M-V/def2-TZVPD" smiles="C=CCC=C.O" e_above_lowest_kcal_mol=79.53 charge=0 energy_ha=-271.625879 e_lumo_ev=0.842 homo_ev=-8.72
O -1.5449 2.7985 -2.0087
C 1.0678 -2.8830 -0.4295
C -0.7008 1.1657 1.3304
C 0.3490 0.5877 0.7252
C 0.3356 -1.8607 0.0259
C 0.8596 -0.8099 0.9849
H -0.7541 -1.9380 -0.0026
H -0.6012 2.6276 -2.0515
H -1.7546 3.7135 -2.2185
H 0.9888 1.2880 0.1946
H 0.7116 -3.4768 -1.2492
H 1.9596 -2.9654 0.1829
H 1.9262 -0.7388 0.7885
H -1.7058 0.7630 1.4230
H -0.4616 2.1600 1.7045
H 0.7476 -1.1550 2.0092



87
Properties=species:S:1:pos:R:3 method="wB97M-V/def2-TZVPD" charge=0 energy_ha=-1974.426004 e_lumo_ev=0.582 homo_ev=-7.48
O -5.3634 -1.5099 -0.0014
O 0.3720 1.9001 2.1380
O 6.0290 -1.9132 -0.1655
O 0.0732 -5.0155 1.6673
O 0.5596 -1.9409 -0.7863
O -1.3724 4.0445 1.4555
O -1.1969 -0.6289 -2.5306
O -3.3794 -1.0447 -2.0856
N -2.5423 -1.6383 -4.0406
N 4.9606 -0.0013 -1.6962
N 1.7566 -3.8994 0.7322
C -4.9706 1.1567 -1.7301
C 0.4542 1.1941 -0.2242
C -3.8579 0.9208 -0.7518
C 1.1886 2.6075 -2.1633
C -3.4426 1.8610 0.0910
C 3.8748 -2.8620 0.3203
C -3.3617 -2.7896 0.1207
C 1.6051 1.5129 -1.1825
C 5.3521 1.6856 0.0552
C 4.0756 -0.8486 -1.0102
C 1.8978 -1.8323 -0.5979
C -1.2591 2.8683 0.6985
C 6.4121 2.3276 0.5069
C 1.7219 1.7879 2.5068
C 2.6819 -0.8129 -1.1582
C -1.3273 -2.3356 1.4474
C -2.2825 -1.0720 -2.8423
C -6.1636 -0.7959 0.9065
C 0.1784 2.3187 0.7908
C -2.3129 1.7833 1.0741
C 4.6560 -1.8927 -0.2690
C 2.4931 -2.8409 0.1716
C -2.8380 1.9581 2.5011
C 0.7723 -1.7609 2.6503
C -3.2680 -0.4684 -0.7819
C 2.0414 0.2698 -1.9865
C -3.9720 -1.4217 0.2342
C -0.0635 -2.6405 1.7714
C 5.0693 1.4222 -1.3963
C 0.5577 -3.9366 1.3721
C -2.1886 -3.1614 0.6366
H -1.7274 -1.3913 1.7953
H -3.5778 1.1894 2.7160
H -3.9479 -3.4772 -0.4694
H -1.4279 3.1788 -0.3385
H 0.2869 -0.8001 2.8045
H -4.5642 1.2467 -2.7379
H 1.1639 -0.1108 -2.5131
H -1.0881 3.8297 2.3526
H -5.9418 0.2767 0.8927
H -6.0358 -1.1736 1.9286
H 4.3322 -3.6555 0.8961
H -3.7913 -0.9976 1.2305
H 5.8808 1.8156 -2.0139
H 1.7599 -1.6003 2.2203
H -1.8359 -4.1659 0.4562
H -3.9360 2.8247 0.0732
H 4.6257 1.2684 0.7421
H 2.0139 2.8744 -2.8207
H 7.1504 2.7398 -0.1618
H 0.9100 -2.2422 3.6200
H 6.2925 -2.6880 0.3420
H 2.7640 0.5743 -2.7453
H -1.8206 0.8131 1.0179
H 6.5854 2.4788 1.5590
H -3.4346 -2.0727 -4.1948
H 2.2412 1.0193 1.9241
H -2.2051 -0.4522 -0.5195
H -3.3097 2.9310 2.6189
H 0.8573 3.1669 0.6021
H -5.5098 2.0700 -1.4924
H 0.8677 3.5044 -1.6394
H 0.6825 0.2911 0.3429
H -1.7816 -1.8251 -4.6684
H -0.4401 1.0026 -0.8172
H -2.0223 1.8620 3.2140
H 2.2466 2.7433 2.3768
H 1.7350 1.5080 3.5589
H -5.6540 0.3105 -1.7257
H 2.1688 -4.8183 0.6178
H 0.3620 2.2545 -2.7758
H 0.2130 -1.2863 -1.4160
H 5.8867 -0.4117 -1.6198
H 4.1490 1.9276 -1.6909
H 2.4498 1.8682 -0.5842
H -7.1942 -0.9562 0.5939



For the records above, the corresponding gap between HOMO and LUMO values read 9.24, 8.74, 9.56, 8.06 eV.